Entry from OMol25: a cluster of 6 separate species, C50H94FN3O22S in total (ωB97M-V/def2-TZVPD).

The geometry in XYZ format:
```
171
Properties=species:S:1:pos:R:3:lowdin_charge:R:1
C 5.3412 -1.7779 2.3804 0.01
C 5.7381 -0.5831 1.4491 -0.48
O 6.7238 0.0542 1.7445 0.11
O 5.0171 -0.1624 0.3303 -0.07
C 5.1438 -1.0710 -0.7842 -0.17
C 5.1821 -0.3724 -2.2031 -0.16
C 5.2230 1.1994 -2.1841 -0.19
C 3.9254 1.9174 -1.6446 -0.19
C 2.5422 1.3160 -2.1493 -0.11
C 1.5603 1.3223 -0.9031 -0.09
C 0.8637 0.0909 -0.3888 0.05
C -0.0185 0.1347 0.7934 -0.10
C -0.7795 -1.1648 1.2882 -0.15
C -0.1058 -2.5108 0.8066 -0.22
C -0.8221 -3.1246 -0.4619 -0.22
C -0.1154 -4.4265 -1.0247 -0.21
S 1.2621 -3.9718 -2.1442 0.65
O 1.9306 -5.1444 -2.7264 -0.32
O 0.8277 -3.0703 -3.2182 -0.30
O 2.4025 -3.1788 -1.2495 -0.21
C -0.2626 1.4205 1.5556 -0.14
N -1.1154 1.3487 2.6572 0.21
C -1.1800 2.5717 3.2276 -0.23
O -1.9994 2.6858 4.3689 0.03
C -0.4818 3.8152 2.7811 -0.19
O -0.6555 5.0296 3.5165 0.06
C 0.5651 5.6750 3.4256 -0.28
N 1.5785 6.2134 3.3651 0.19
N 0.3021 3.8619 1.6891 0.20
C 0.4227 2.6270 1.0563 -0.09
C 1.3066 2.5624 -0.1569 -0.10
F 1.9019 3.7477 -0.5734 0.04
H 6.0575 -2.6286 2.2215 0.09
H 4.2609 -2.0788 2.3296 0.08
H 5.5182 -1.4213 3.4393 0.10
H 4.3444 -1.8770 -0.8105 0.10
H 6.1146 -1.6416 -0.6295 0.13
H 4.3658 -0.8093 -2.8524 0.11
H 6.1463 -0.7108 -2.6965 0.12
H 5.4407 1.5543 -3.2326 0.11
H 6.0831 1.5596 -1.5397 0.12
H 3.9210 1.8967 -0.5198 0.10
H 3.9294 3.0120 -1.9305 0.11
H 2.5871 0.2639 -2.5295 0.10
H 2.1053 2.0069 -2.9178 0.12
H 1.0137 -0.8860 -0.9263 0.10
H -1.8776 -1.1123 1.0516 0.13
H -0.7007 -1.1447 2.4167 0.11
H -0.2568 -3.2582 1.6488 0.12
H 1.0009 -2.3603 0.6921 0.09
H -1.8559 -3.4510 -0.1362 0.13
H -0.9417 -2.3369 -1.2576 0.12
H -0.8211 -5.0589 -1.6323 0.12
H 0.3367 -5.0583 -0.2008 0.12
H 2.5610 -3.6478 -0.4027 0.09
H -1.4029 2.8766 5.1220 0.12
C 4.0081 -4.0547 5.9371 -0.10
O 4.7202 -2.9944 6.5503 -0.20
C 3.9404 -2.1465 7.3761 -0.19
C 4.4257 -2.0842 8.8245 -0.18
O 4.4440 -3.2885 9.5792 -0.12
C 5.2645 -4.3619 9.1353 -0.17
C 6.7747 -4.1360 9.0584 -0.19
O 7.1514 -3.0930 8.1735 -0.20
C 7.8876 -2.0426 8.7754 -0.11
H 3.7916 -3.7916 4.8970 0.08
H 4.6472 -4.9393 5.9394 0.07
H 3.0813 -4.3009 6.4621 0.09
H 2.8805 -2.4292 7.3661 0.12
H 4.0172 -1.1365 6.9544 0.13
H 3.7352 -1.4220 9.3563 0.13
H 5.3934 -1.5890 8.8943 0.10
H 4.8753 -4.7634 8.2006 0.10
H 5.1071 -5.1635 9.8653 0.13
H 7.2245 -5.0559 8.6661 0.12
H 7.1807 -3.9812 10.0631 0.12
H 7.7241 -1.9780 9.8546 0.09
H 7.5623 -1.0996 8.3285 0.09
H 8.9521 -2.1705 8.5634 0.09
C -7.6060 1.1010 -0.6718 -0.11
O -6.9429 2.3530 -0.6585 -0.20
C -7.7645 3.4608 -0.3278 -0.18
C -7.2861 4.2318 0.9029 -0.17
O -7.2136 3.5410 2.1434 -0.11
C -6.3416 2.4235 2.2485 -0.17
C -4.8447 2.6532 2.0383 -0.19
O -4.5219 3.1624 0.7527 -0.19
C -3.8421 4.4048 0.7621 -0.10
H -7.8340 0.8199 -1.7039 0.09
H -6.9288 0.3525 -0.2561 0.08
H -8.5217 1.1036 -0.0744 0.09
H -8.8105 3.1652 -0.1802 0.12
H -7.7325 4.1443 -1.1854 0.12
H -8.0071 5.0392 1.0640 0.13
H -6.3421 4.7388 0.7073 0.10
H -6.7091 1.6072 1.6281 0.10
H -6.4596 2.0620 3.2760 0.13
H -4.3461 1.6800 2.1214 0.12
H -4.4482 3.2876 2.8376 0.11
H -4.0095 4.9701 1.6833 0.09
H -4.2158 5.0037 -0.0730 0.08
H -2.7711 4.2403 0.6109 0.08
C -7.3334 6.4421 -6.5128 -0.10
O -6.6332 7.5117 -5.9030 -0.19
C -7.4103 8.3175 -5.0347 -0.19
C -6.8778 8.3644 -3.6023 -0.18
O -6.7976 7.1437 -2.8774 -0.12
C -5.9597 6.1078 -3.3759 -0.17
C -4.4608 6.3825 -3.4987 -0.18
O -4.1471 7.4578 -4.3686 -0.19
C -3.4223 8.5150 -3.7653 -0.11
H -7.5941 6.7176 -7.5388 0.09
H -6.6677 5.5780 -6.5503 0.06
H -8.2334 6.1573 -5.9610 0.09
H -8.4607 8.0017 -5.0150 0.12
H -7.3793 9.3376 -5.4370 0.13
H -7.5695 8.9930 -3.0327 0.13
H -5.9237 8.8878 -3.5534 0.10
H -6.3702 5.7175 -4.3063 0.09
H -6.0672 5.2830 -2.6619 0.12
H -3.9973 5.4870 -3.9299 0.12
H -4.0245 6.5251 -2.5047 0.11
H -3.5498 8.5475 -2.6797 0.09
H -3.7914 9.4582 -4.1762 0.09
H -2.3625 8.4253 -4.0167 0.09
C 7.3274 -6.0220 4.7303 -0.10
O 6.4297 -6.7047 3.8698 -0.20
C 6.7292 -6.5976 2.4889 -0.19
C 6.9617 -7.9438 1.8016 -0.18
O 8.0282 -8.7596 2.2664 -0.11
C 8.0003 -9.2198 3.6114 -0.17
C 6.8408 -10.1168 4.0455 -0.19
O 5.5665 -9.5055 3.9169 -0.20
C 4.6619 -10.1958 3.0737 -0.11
H 6.8806 -5.0739 5.0435 0.08
H 7.4812 -6.6371 5.6190 0.09
H 8.3008 -5.8412 4.2670 0.09
H 7.5967 -5.9506 2.3092 0.12
H 5.8600 -6.1257 2.0128 0.12
H 7.2029 -7.7225 0.7571 0.13
H 6.0426 -8.5269 1.7562 0.10
H 8.1297 -8.3802 4.2927 0.10
H 8.9133 -9.8134 3.7303 0.13
H 6.9760 -10.3352 5.1113 0.13
H 6.8873 -11.0714 3.5120 0.12
H 5.1681 -10.8457 2.3548 0.09
H 4.0879 -9.4545 2.5113 0.08
H 3.9640 -10.7782 3.6805 0.09
C -5.2333 2.8699 -5.9195 -0.11
O -5.7756 2.3006 -7.0993 -0.19
C -5.7658 3.1528 -8.2321 -0.19
C -4.9845 2.5887 -9.4196 -0.17
O -3.5996 2.3199 -9.2464 -0.11
C -3.2054 1.3634 -8.2711 -0.17
C -3.6830 -0.0794 -8.4378 -0.19
O -5.0952 -0.2178 -8.4319 -0.19
C -5.6368 -0.8059 -9.6009 -0.11
H -6.0467 3.2008 -5.2666 0.08
H -4.6694 2.0959 -5.3957 0.09
H -4.5576 3.7047 -6.1271 0.09
H -5.3757 4.1492 -7.9905 0.11
H -6.8110 3.2734 -8.5438 0.13
H -5.0349 3.3425 -10.2116 0.13
H -5.4812 1.7140 -9.8378 0.10
H -3.4231 1.7410 -7.2731 0.10
H -2.1115 1.3361 -8.3221 0.13
H -3.3098 -0.6499 -7.5791 0.13
H -3.2369 -0.5188 -9.3357 0.12
H -4.9778 -0.7048 -10.4676 0.09
H -6.5773 -0.2990 -9.8321 0.08
H -5.8550 -1.8607 -9.4154 0.09
```

Summary:
orbital gap = 7.70 eV
E = -116426.3469 eV
LUMO = -1.121 eV
charge = 0
SMILES = CC(=O)OCCCCCc1cc(CCCCS(=O)(=O)O)c2nc(O)c(OC#N)nc2c1F.COCCOCCOC.COCCOCCOC.COCCOCCOC.COCCOCCOC.COCCOCCOC


Entry from OMol25: an isolated molecule of C26H40O3 (ωB97M-V/def2-TZVPD).

The geometry in XYZ format:
```
69
Properties=species:S:1:pos:R:3:nbo_charge:R:1
C 0.7838 1.9222 3.6330 -0.60
C 1.5267 1.0977 4.6786 -0.40
C 0.5828 0.2185 5.5034 -0.40
C 0.1750 -1.0640 4.7742 -0.39
C 1.2310 -2.1616 4.8944 -0.39
C 0.9247 -3.3441 3.9707 -0.50
C 1.2152 -2.9679 2.5342 0.81
O 2.2686 -2.5335 2.1465 -0.61
O 0.1567 -3.1837 1.7505 -0.51
C 0.2858 -2.8737 0.3648 0.09
C -0.6145 -3.8041 -0.4701 -0.42
C -1.1989 -2.9385 -1.6036 -0.41
C -0.4015 -1.6358 -1.5117 -0.20
C -0.9499 -0.3808 -2.1833 -0.22
C -1.1717 -0.6107 -3.6748 -0.38
C -1.6765 0.6695 -4.3334 -0.45
C -0.7333 1.8080 -4.1034 0.16
C -0.3176 2.5575 -5.1312 -0.34
C 0.4906 3.7681 -5.0105 0.55
O 0.9029 4.3811 -5.9726 -0.54
C 0.7151 4.2262 -3.5886 -0.51
C 0.8754 3.0360 -2.6521 -0.38
C -0.3343 2.0824 -2.6704 -0.09
C -1.5332 2.7514 -1.9752 -0.62
C 0.0761 0.7497 -1.9785 -0.19
C 0.3986 0.9427 -0.4893 -0.40
C 0.8598 -0.3512 0.1861 -0.39
C -0.1818 -1.4498 -0.0033 -0.03
C -1.4586 -1.1354 0.7799 -0.62
H 0.2106 1.2834 2.9654 0.20
H 0.0953 2.6148 4.1134 0.20
H 1.4853 2.4965 3.0323 0.21
H 2.2715 0.4714 4.1843 0.20
H 2.0593 1.7782 5.3464 0.20
H -0.3094 0.7992 5.7481 0.20
H 1.0646 -0.0537 6.4449 0.20
H -0.7678 -1.4357 5.1831 0.20
H 0.0095 -0.8416 3.7187 0.19
H 2.2124 -1.7671 4.6261 0.22
H 1.2766 -2.5085 5.9285 0.20
H -0.1150 -3.6583 4.0600 0.22
H 1.5753 -4.1834 4.2249 0.24
H 1.3417 -2.9910 0.0930 0.21
H -0.0392 -4.6412 -0.8623 0.21
H -1.3939 -4.2098 0.1736 0.22
H -1.0796 -3.4204 -2.5724 0.21
H -2.2615 -2.7508 -1.4507 0.20
H 0.5848 -1.8313 -1.9513 0.20
H -1.9070 -0.1140 -1.7283 0.20
H -1.8977 -1.4103 -3.8282 0.21
H -0.2321 -0.9132 -4.1427 0.20
H -1.8199 0.5145 -5.4039 0.22
H -2.6481 0.9291 -3.9023 0.21
H -0.6120 2.3045 -6.1414 0.22
H 1.5952 4.8705 -3.5513 0.23
H -0.1480 4.8306 -3.2977 0.22
H 1.0392 3.4061 -1.6394 0.21
H 1.7666 2.4801 -2.9544 0.21
H -1.2304 3.1960 -1.0310 0.22
H -1.9404 3.5380 -2.6067 0.22
H -2.3267 2.0353 -1.7828 0.21
H 0.9989 0.4197 -2.4731 0.20
H -0.4774 1.3265 0.0321 0.20
H 1.1952 1.6786 -0.3810 0.21
H 1.0428 -0.1652 1.2455 0.22
H 1.8067 -0.6739 -0.2518 0.21
H -2.1834 -1.9375 0.6858 0.21
H -1.2190 -1.0304 1.8359 0.22
H -1.9200 -0.2119 0.4462 0.21
```

Summary:
orbital gap = 9.90 eV
E = -33755.6603 eV
LUMO = 0.632 eV
charge = 0
energy relative to the best compared isomer or geometry (same formula, charge and spin) = 1.9 kJ/mol
SMILES = CCCCCCC(=O)O[C@H]1CC[C@H]2[C@@H]3CCC4=CC(=O)CC[C@]4(C)[C@H]3CC[C@]12C


Entry from OMol25: a cluster of 12 separate species, C14H52N4O12 in total (ωB97M-V/def2-TZVPD).

The geometry in XYZ format:
```
82
Properties=species:S:1:pos:R:3:lowdin_charge:R:1
N -2.2405 1.1746 3.4939 0.19
C -3.0296 0.9116 2.5866 -0.54
N -4.2823 1.1548 2.9306 0.17
O -2.7997 0.0742 1.4330 -0.14
H -1.3426 0.6647 3.4816 0.09
H -2.4997 1.6698 4.3848 0.17
H -5.0190 0.9021 2.3056 0.12
H -4.5574 1.7314 3.6715 0.09
N 4.3627 2.7640 -1.8686 0.17
C 3.1089 3.0927 -1.7655 -0.65
N 2.7018 4.2020 -1.2004 0.14
O 2.1250 2.3393 -2.3622 -0.10
H 4.4718 2.0252 -2.5245 0.10
H 5.0853 3.4909 -1.9762 0.14
H 1.6883 4.1531 -1.0510 0.12
H 3.4087 4.6550 -0.5563 0.15
C -2.8087 -3.3466 0.9513 -0.08
C -3.9999 -2.9888 1.8933 -0.30
O -3.5671 -3.2133 3.2018 -0.08
H -1.9731 -2.7619 1.2641 0.05
H -2.9152 -2.9402 0.0077 0.03
H -2.6105 -4.3800 0.9467 0.06
H -4.9345 -3.5275 1.5715 0.12
H -4.1615 -1.9063 1.6346 0.10
H -2.9836 -3.9784 3.1941 0.08
C 2.6263 -1.5115 1.5328 -0.08
C 3.5847 -0.8813 2.4531 -0.27
O 2.8760 -0.2200 3.5420 -0.10
H 2.1336 -0.6352 1.0757 0.08
H 2.0044 -2.1704 2.1482 0.09
H 3.0893 -2.1646 0.8218 0.07
H 4.2089 -0.0349 2.1010 0.12
H 4.2357 -1.6331 2.9153 0.11
H 3.3745 0.5069 3.8670 0.06
C 3.0435 -0.6412 -1.8285 -0.14
O 3.2876 -0.9629 -3.2302 -0.13
H 3.4681 0.2906 -1.4961 0.05
H 3.5795 -1.4542 -1.2718 0.08
H 2.0198 -0.8081 -1.6041 0.03
H 2.9821 -1.8741 -3.2348 0.07
C -1.4091 3.3699 -3.3037 -0.15
O -2.2962 2.7237 -2.4350 -0.11
H -1.1391 2.6757 -4.1346 0.08
H -0.5278 3.7200 -2.7418 0.08
H -1.8674 4.2397 -3.7605 0.08
H -2.8336 3.4175 -2.0579 0.08
C 0.1507 0.4716 -4.4233 -0.15
O -1.2290 0.2807 -4.5379 -0.13
H 0.3139 1.3118 -3.8825 0.01
H 0.4016 0.6381 -5.4301 0.07
H 0.7295 -0.4072 -4.0597 0.09
H -1.6813 0.9546 -3.9996 0.03
C -2.8302 -0.7489 -2.2754 -0.14
O -3.5190 -0.8754 -1.0587 -0.09
H -1.8363 -1.2264 -2.1001 0.07
H -2.6785 0.2425 -2.5320 0.02
H -3.1920 -1.3733 -3.0783 0.09
H -2.9127 -0.6697 -0.4256 -0.04
C -0.1815 -3.5356 -1.4202 -0.18
O 0.7720 -2.7460 -0.8265 -0.13
H 0.2471 -4.3300 -2.0290 0.08
H -0.7397 -2.9364 -2.1891 0.09
H -0.8026 -3.9927 -0.6982 0.05
H 0.2707 -2.0533 -0.3457 0.03
C -0.1314 0.5911 -0.5981 -0.09
O -0.4765 -0.5614 0.1657 -0.16
H 0.1515 0.3077 -1.6493 0.10
H 0.5967 1.1057 -0.0618 0.03
H -0.9579 1.2585 -0.5976 0.07
H -0.9152 -0.3215 0.9761 0.03
C -0.4432 -1.5092 3.3636 -0.12
O 0.1750 -0.2148 3.2509 -0.15
H -0.2556 -2.0492 4.2801 0.09
H 0.0605 -2.1175 2.6565 0.05
H -1.5195 -1.5454 3.1768 0.07
H 1.1256 -0.3400 3.2216 0.02
C 2.0943 2.4201 1.6580 -0.10
O 3.2153 2.5080 2.5448 -0.11
H 2.3173 2.6461 0.6765 0.03
H 1.3287 3.0387 1.9981 0.07
H 1.7732 1.3860 1.8096 0.06
H 2.9097 2.4780 3.4342 0.05
```

Summary:
orbital gap = 9.06 eV
E = -45885.3922 eV
LUMO = 0.168 eV
charge = 0
energy relative to the best compared isomer or geometry (same formula, charge and spin) = 740.8 kJ/mol
SMILES = NC(N)=O.NC(N)=O.CCO.CCO.CO.CO.CO.CO.CO.CO.CO.CO